one) ORCA calculation (ωB97M-V/def2-TZVPD) on C4H5NO3 in the gas phase.

Properties
- SMILES = COn1ccc(=O)o1
- HOMO (eV) = -9.8
- LUMO energy (hartree) = 0.0168
- orbital gap (eV) = 10.24

CARTESIAN COORDINATES (ANGSTROEM)
C  2.280  -0.742  -0.002
C  -0.662  1.247  -0.114
C  -1.895  0.933  0.154
C  -2.002  -0.525  0.056
H  3.101  -0.591  0.677
H  2.417  -0.239  -0.954
H  1.987  -1.783  -0.161
H  -0.230  2.230  -0.267
H  -2.633  1.683  0.376
N  0.195  0.104  -0.334
O  1.161  -0.049  0.616
O  -2.961  -1.251  0.185
O  -0.757  -1.016  -0.232

Here are the Löwdin charges for atoms 1 to 8, given in e: number 1, C, carries -0.0277; number 2, C, carries -0.0205; number 3, C, carries 0.0366; number 4, C, carries -0.4661; number 5, H, carries 0.0851; number 6, H, carries 0.0854; number 7, H, carries 0.0911; number 8, H, carries 0.1341


two) ORCA calculation (ωB97M-V/def2-TZVPD) on a molecular structure, C4H5NO3.

Properties
- HOMO (eV) = -10.2
- LUMO energy (hartree) = -0.0309
- orbital gap (eV) = 9.35

CARTESIAN COORDINATES (ANGSTROEM)
C  -1.312  -1.164  -0.139
N  0.400  -0.165  1.010
C  -1.750  0.346  -0.064
C  1.326  0.066  -0.003
C  2.101  1.149  0.035
O  -0.872  0.995  0.639
O  -0.342  -1.293  0.888
O  -2.741  0.731  -0.631
H  -0.912  -1.353  -1.141
H  -2.132  -1.837  0.095
H  1.432  -0.709  -0.753
H  2.865  1.312  -0.708
H  1.936  1.921  0.772

Here are the Löwdin charges for atoms 1 to 8, given in e: number 1, C, carries -0.0520; number 2, N, carries 0.0442; number 3, C, carries -0.5299; number 4, C, carries -0.1845; number 5, C, carries 0.0850; number 6, O, carries 0.0890; number 7, O, carries -0.0840; number 8, O, carries 0.1014


three) ORCA calculation (ωB97M-V/def2-TZVPD) on C4H5NO3 in the gas phase.

Properties
- SMILES = O=C(O)C1=C(O)CN1
- HOMO (eV) = -8.0
- LUMO energy (hartree) = 0.0086
- orbital gap (eV) = 8.20

CARTESIAN COORDINATES (ANGSTROEM)
C  -0.550  0.077  0.075
C  0.556  -1.052  0.068
C  -1.977  0.151  0.033
C  1.544  0.085  0.003
N  0.464  1.080  0.016
O  -2.733  -0.772  0.199
O  -2.444  1.406  -0.231
O  0.561  -2.347  -0.177
H  2.248  0.163  0.834
H  2.099  0.132  -0.940
H  -1.724  2.016  -0.439
H  0.492  1.756  0.778
H  1.464  -2.695  -0.219

Here are the Löwdin charges for atoms 1 to 8, given in e: number 1, C, carries -0.0745; number 2, C, carries -0.1507; number 3, C, carries -0.5186; number 4, C, carries -0.1459; number 5, N, carries -0.0322; number 6, O, carries 0.1136; number 7, O, carries 0.1004; number 8, O, carries 0.1098


four) ORCA calculation (ωB97M-V/def2-TZVPD) on C4H5NO3 in the gas phase.

Properties
- SMILES = O=CN1CC(=O)CO1
- HOMO (eV) = -9.6
- LUMO energy (hartree) = 0.0164
- orbital gap (eV) = 10.01

CARTESIAN COORDINATES (ANGSTROEM)
C  -0.821  1.043  1.399
C  0.996  -0.368  0.565
C  0.936  -0.357  -0.974
C  -0.559  -0.482  -1.384
H  -1.897  1.150  1.588
H  1.461  -1.322  0.946
H  1.644  0.525  0.940
H  -1.057  0.485  -1.859
H  -0.678  -1.387  -1.949
N  -0.448  -0.227  0.867
O  0.028  1.829  1.883
O  1.754  -0.359  -1.890
O  -1.359  -0.531  -0.132

Here are the Löwdin charges for atoms 1 to 8, given in e: number 1, C, carries -0.2087; number 2, C, carries -0.0328; number 3, C, carries -0.3118; number 4, C, carries -0.0341; number 5, H, carries 0.1418; number 6, H, carries 0.1463; number 7, H, carries 0.1656; number 8, H, carries 0.1766


Computed stability ranking, most favorable first: three), four), one), two)


one) ORCA calculation (ωB97M-V/def2-TZVPD) on C5H13N3 in the gas phase.

Properties
- SMILES = [H]/N=N/CC[C@H](C)NC
- HOMO (eV) = -8.8
- LUMO energy (hartree) = 0.0397
- orbital gap (eV) = 9.84

CARTESIAN COORDINATES (ANGSTROEM)
C  -1.002  -0.018  -0.879
C  -0.648  -1.164  -1.801
C  -0.516  -0.053  0.459
C  -0.989  1.298  1.191
C  1.264  -0.233  2.037
N  0.751  -1.089  -2.443
N  0.892  -0.272  0.607
N  1.295  0.018  -2.393
H  -0.462  0.787  -1.494
H  -2.056  0.069  -0.763
H  -0.959  -2.161  -1.491
H  -1.359  -0.904  -2.623
H  -1.060  -0.944  0.963
H  -1.845  1.857  0.861
H  -0.134  1.924  1.064
H  -1.012  1.066  2.277
H  1.212  -1.200  2.457
H  2.288  0.183  2.082
H  0.715  0.547  2.550
H  1.371  0.469  0.149
H  2.255  -0.177  -2.808

Here are the Löwdin charges for atoms 1 to 8, given in e: number 1, C, carries -0.2611; number 2, C, carries -0.1897; number 3, C, carries -0.4696; number 4, C, carries -0.0444; number 5, C, carries -0.1067; number 6, N, carries -0.0530; number 7, N, carries -0.0779; number 8, N, carries 0.0207


two) ORCA calculation (ωB97M-V/def2-TZVPD) on C5H13N3 in the gas phase.

Properties
- SMILES = C[C@H](N)C/C(N)=C/N
- HOMO (eV) = -7.2
- LUMO energy (hartree) = 0.0383
- orbital gap (eV) = 8.28

CARTESIAN COORDINATES (ANGSTROEM)
C  -1.538  1.955  1.568
C  -0.415  1.216  0.827
C  -0.991  0.191  -0.176
C  -0.076  -0.974  -0.413
C  0.876  -0.983  -1.355
N  1.952  -1.848  -1.399
N  -0.029  -1.987  0.615
N  0.449  2.206  0.202
H  -1.031  2.661  2.231
H  -2.038  1.280  2.267
H  -2.250  2.423  0.894
H  0.164  0.677  1.582
H  -1.189  0.718  -1.112
H  -1.929  -0.181  0.246
H  0.938  -0.078  -1.935
H  1.990  -2.722  -0.912
H  2.433  -1.863  -2.282
H  -0.354  -2.869  0.229
H  -0.664  -1.761  1.369
H  0.147  3.161  0.288
H  0.766  1.979  -0.726

Here are the Löwdin charges for atoms 1 to 8, given in e: number 1, C, carries -0.0789; number 2, C, carries -0.4571; number 3, C, carries -0.1458; number 4, C, carries -0.3550; number 5, C, carries -0.1944; number 6, N, carries 0.0526; number 7, N, carries 0.0623; number 8, N, carries 0.0370


three) ORCA calculation (ωB97M-V/def2-TZVPD) on C5H13N3 in the gas phase.

Properties
- SMILES = [H]/N=C(\[C@H](C)N)N(C)C
- HOMO (eV) = -8.5
- LUMO energy (hartree) = 0.0332
- orbital gap (eV) = 9.41

CARTESIAN COORDINATES (ANGSTROEM)
C  -1.154  -0.440  0.332
C  1.543  -1.208  -0.558
C  2.255  1.054  -0.158
C  -1.684  -0.186  -1.085
N  1.138  0.137  -0.230
C  0.044  0.423  0.645
N  -2.191  -0.111  1.385
N  0.117  1.420  1.415
H  -0.915  -1.496  0.489
H  -2.630  0.778  1.165
H  -2.917  -0.819  1.372
H  -0.742  1.614  1.918
H  2.147  -1.185  -1.469
H  2.152  -1.647  0.245
H  0.691  -1.848  -0.762
H  2.966  0.764  0.623
H  1.868  2.040  0.084
H  2.774  1.070  -1.118
H  -2.567  -0.798  -1.268
H  -0.937  -0.425  -1.836
H  -1.956  0.864  -1.189

Here are the Löwdin charges for atoms 1 to 8, given in e: number 1, C, carries -0.3620; number 2, C, carries -0.0858; number 3, C, carries -0.0941; number 4, C, carries -0.0549; number 5, N, carries -0.2013; number 6, C, carries -0.3845; number 7, N, carries 0.0197; number 8, N, carries 0.1501


Computed stability ranking, most favorable first: three), two), one)


one) ORCA calculation (ωB97M-V/def2-TZVPD) on 2 unconnected molecules or ions with the total composition C5H13NO2.

Properties
- SMILES = CCN(C)CC=O.O
- HOMO (eV) = -8.2
- LUMO energy (hartree) = 0.0357
- orbital gap (eV) = 9.20

CARTESIAN COORDINATES (ANGSTROEM)
C  1.672  -2.083  -1.815
C  0.510  -2.122  -0.804
N  0.298  -0.849  -0.117
C  -0.561  -0.897  1.043
C  0.031  0.321  -0.980
C  0.835  1.534  -0.450
O  0.720  1.699  0.746
H  2.496  -1.498  -1.446
H  1.954  -3.086  -2.100
H  1.228  -1.481  -2.626
H  -0.445  -2.389  -1.303
H  0.709  -2.871  0.024
H  -1.390  -1.602  0.895
H  0.007  -1.032  1.977
H  -1.084  0.087  1.155
H  -1.010  0.608  -0.824
H  0.240  -0.009  -2.027
H  1.497  2.185  -1.038
H  -2.496  1.624  2.542
H  -2.303  3.105  2.163
O  -2.762  2.296  1.905

Here are the Löwdin charges for atoms 1 to 8, given in e: number 1, C, carries -0.0830; number 2, C, carries -0.2655; number 3, N, carries -0.2572; number 4, C, carries -0.1074; number 5, C, carries -0.1428; number 6, C, carries -0.1878; number 7, O, carries 0.0270; number 8, H, carries 0.0700


two) ORCA calculation (ωB97M-V/def2-TZVPD) on 2 unconnected molecules or ions with the total composition C5H13NO2.

Properties
- HOMO (eV) = -6.6
- LUMO energy (hartree) = 0.0200
- orbital gap (eV) = 7.17

CARTESIAN COORDINATES (ANGSTROEM)
C  -1.444  -0.022  -1.143
C  -2.736  -0.675  0.874
N  -1.455  -0.227  0.316
H  -0.821  0.649  0.901
H  -2.623  -0.829  1.946
H  -1.713  -0.940  -1.665
H  -0.444  0.304  -1.424
H  -2.158  0.765  -1.392
H  -3.492  0.088  0.688
H  -3.056  -1.611  0.411
C  2.104  -0.922  -0.334
C  2.174  0.555  -0.136
C  1.449  1.267  0.744
O  3.176  1.132  -0.922
O  0.436  0.823  1.493
H  3.274  2.056  -0.666
H  -0.653  -0.825  0.593
H  1.691  2.332  0.859
H  3.108  -1.352  -0.302
H  1.515  -1.379  0.462
H  1.666  -1.190  -1.302

Here are the Löwdin charges for atoms 1 to 8, given in e: number 1, C, carries -0.0467; number 2, C, carries -0.0530; number 3, N, carries -0.1576; number 4, H, carries 0.1445; number 5, H, carries 0.0954; number 6, H, carries 0.0906; number 7, H, carries 0.0834; number 8, H, carries 0.0943


three) ORCA calculation (ωB97M-V/def2-TZVPD) on C5H13NO2 in the gas phase.

Properties
- SMILES = C[C@](O)(CN)CCO
- HOMO (eV) = -9.2
- LUMO energy (hartree) = 0.0293
- orbital gap (eV) = 10.01

CARTESIAN COORDINATES (ANGSTROEM)
C  -0.343  -0.184  -0.107
C  1.168  0.684  1.812
C  0.558  0.947  0.359
C  -0.855  0.245  -1.576
C  0.368  -1.531  -0.170
N  -1.594  -0.844  -2.183
O  -1.512  -0.258  0.682
O  1.628  1.854  2.449
H  -1.312  -0.727  1.499
H  2.250  2.295  1.858
H  -2.382  -1.081  -1.589
H  -1.927  -0.575  -3.102
H  0.437  0.269  2.511
H  1.992  -0.040  1.730
H  -0.008  1.878  0.396
H  1.389  1.064  -0.339
H  -1.481  1.139  -1.434
H  -0.018  0.513  -2.225
H  0.399  -2.006  0.809
H  -0.146  -2.204  -0.849
H  1.390  -1.439  -0.528

Here are the Löwdin charges for atoms 1 to 8, given in e: number 1, C, carries -0.5725; number 2, C, carries -0.2458; number 3, C, carries -0.1130; number 4, C, carries -0.2089; number 5, C, carries -0.0262; number 6, N, carries -0.0084; number 7, O, carries -0.0116; number 8, O, carries -0.0704


four) ORCA calculation (ωB97M-V/def2-TZVPD) on a molecular structure, C5H13NO2.

Properties
- HOMO (eV) = -8.5
- LUMO energy (hartree) = 0.0181
- orbital gap (eV) = 9.02

CARTESIAN COORDINATES (ANGSTROEM)
O  -3.308  2.485  -0.216
C  -2.371  2.291  0.583
C  -1.081  1.551  0.215
N  -0.948  0.983  -1.101
H  -2.420  2.682  1.631
H  -0.291  2.243  0.394
H  -0.954  0.714  0.911
H  -1.391  0.067  -1.321
H  -0.990  1.765  -1.816
H  0.232  0.497  -1.231
C  2.018  -0.506  -0.435
O  1.230  -0.133  -1.505
C  1.571  -1.851  0.179
C  0.196  -1.897  0.889
H  2.092  0.265  0.372
H  3.003  -0.629  -0.891
H  2.382  -2.213  0.844
H  1.542  -2.515  -0.712
H  -0.193  -2.931  0.861
H  -0.529  -1.287  0.386
H  0.212  -1.584  1.963

Here are the Löwdin charges for atoms 1 to 8, given in e: number 1, O, carries 0.0198; number 2, C, carries -0.1924; number 3, C, carries -0.1997; number 4, N, carries 0.0447; number 5, H, carries 0.1269; number 6, H, carries 0.1218; number 7, H, carries 0.1135; number 8, H, carries 0.1539


Computed stability ranking, most favorable first: three), one), four), two)


one) ORCA calculation (ωB97M-V/def2-TZVPD) on 2 unconnected molecules or ions with the total composition C5H13NO2.

Properties
- SMILES = CC(C)CC(N)=O.O
- HOMO (eV) = -9.6
- LUMO energy (hartree) = 0.0303
- orbital gap (eV) = 10.44

CARTESIAN COORDINATES (ANGSTROEM)
C  -0.250  0.059  0.694
C  0.146  1.261  -0.307
C  0.796  0.498  -1.471
C  -1.019  2.024  -0.828
C  0.918  -0.668  1.321
N  1.151  -0.689  2.672
O  1.766  -1.270  0.673
H  -0.858  0.430  1.539
H  -0.894  -0.723  0.184
H  1.099  1.819  0.257
H  0.048  -0.278  -1.710
H  0.828  1.137  -2.294
H  1.721  0.033  -1.337
H  -1.669  1.491  -1.421
H  -0.747  2.929  -1.269
H  -1.668  2.449  0.112
H  1.843  -1.285  3.127
H  0.634  -0.177  3.263
H  -0.967  -2.545  -1.625
H  -1.178  -3.568  -0.510
O  -1.700  -2.925  -1.070

Here are the Löwdin charges for atoms 1 to 8, given in e: number 1, C, carries -0.0983; number 2, C, carries -0.3892; number 3, C, carries -0.0915; number 4, C, carries -0.0937; number 5, C, carries -0.5227; number 6, N, carries 0.1652; number 7, O, carries 0.0166; number 8, H, carries 0.1056


two) ORCA calculation (ωB97M-V/def2-TZVPD) on a molecular structure, C5H13NO2.

Properties
- HOMO (eV) = -7.0
- LUMO energy (hartree) = 0.0338
- orbital gap (eV) = 7.89

CARTESIAN COORDINATES (ANGSTROEM)
C  -0.672  -0.543  0.278
C  -0.116  0.496  -1.463
C  0.652  -0.171  0.696
C  0.705  -1.168  2.359
C  0.061  1.975  -1.696
N  -1.757  -0.059  0.949
O  -0.860  -1.748  -0.309
O  0.955  -0.296  -2.018
H  -0.181  -1.806  -1.030
H  1.683  0.254  -2.328
H  -0.969  0.173  -2.079
H  -1.666  0.103  1.939
H  -2.647  -0.427  0.650
H  0.791  0.833  1.064
H  1.494  -0.672  0.243
H  0.150  -0.646  3.138
H  1.767  -1.201  2.593
H  0.325  -2.179  2.215
H  0.208  2.225  -2.754
H  0.904  2.362  -1.112
H  -0.828  2.496  -1.336

Here are the Löwdin charges for atoms 1 to 8, given in e: number 1, C, carries -0.5787; number 2, C, carries -0.3171; number 3, C, carries -0.0669; number 4, C, carries -0.0323; number 5, C, carries -0.0942; number 6, N, carries 0.1518; number 7, O, carries 0.0399; number 8, O, carries -0.1084


Computed stability ranking, most favorable first: one), two)